# 1
A molecular structure, CH5NO4S in a non-equilibrium geometry, computed with ωB97M-V/def2-TZVPD.

The calculation puts the energy at -794.9728 a.u. The energy above the lowest of the compared OMol25 structures with the same formula, charge and spin comes out at 23.2 kcal/mol. The calculation puts the frontier orbital gap at 10.749 eV. Its total charge is 0. The LUMO energy is 0.02968 Ha.

The geometry in XYZ format:
```
12
Properties=species:S:1:pos:R:3:forces:R:3:lowdin_charge:R:1
C -0.6879 1.4374 -0.9386 1.93 -0.18 1.29 -0.368
N -0.5960 1.8497 0.3434 1.64 -0.56 -1.86 0.154
O 1.7246 -0.6994 0.5601 -0.05 -0.59 -1.93 -0.314
O -0.8337 -0.8625 0.5727 1.13 0.15 -0.63 -0.424
O 0.4300 -2.8482 0.1584 2.51 0.97 -3.80 -0.257
O 0.1703 0.7071 -1.4319 -1.02 1.30 -0.94 -0.134
S 0.2963 -1.2550 -0.2835 0.64 -1.82 2.07 0.956
H -1.5648 1.8748 -1.4021 -0.23 -0.18 -0.83 0.135
H -1.4389 2.1822 0.6327 -2.35 1.22 1.83 0.061
H 2.5139 -0.8074 -0.0802 -1.89 0.26 1.30 0.098
H 0.0545 1.4052 0.9703 -0.10 -0.06 0.05 0.102
H -0.0682 -2.9840 0.8986 -2.21 -0.51 3.45 -0.009
```
Forces are in eV/Å.

---

# 2
C26H28N6O3 in the gas phase in a non-equilibrium geometry, computed with ωB97M-V/def2-TZVPD.

The calculation puts the energy at -1561.8258 a.u. The energy above the lowest of the compared OMol25 structures with the same formula, charge and spin comes out at 40.3 kcal/mol. As for the SMILES: Cc1ccc2[nH]c(=O)c(CN(Cc3ccc4c(c3)OCO4)Cc3nnnn3C3CCCC3)cc2c1. The calculation puts the frontier orbital gap at 7.537 eV. Its total charge is 0. The LUMO energy is -0.00387 Ha.

The geometry in XYZ format:
```
63
Properties=species:S:1:pos:R:3:forces:R:3:lowdin_charge:R:1
C -6.7790 -0.7146 1.6341 -0.03 -0.03 -0.02 -0.051
C -5.6357 -0.3739 0.7291 0.04 0.07 0.09 -0.276
C -4.6683 0.5357 1.0994 -0.01 -0.14 -0.23 0.015
C -3.6027 0.8497 0.2483 -0.15 -0.32 -0.38 -0.159
C -3.5233 0.2228 -1.0085 -0.37 0.09 0.67 -0.201
C -4.5021 -0.6989 -1.3840 0.01 0.00 -0.02 -0.011
C -5.5368 -0.9875 -0.5256 0.18 0.14 0.01 -0.033
H -6.2915 -1.7013 -0.8209 -0.07 -0.09 -0.06 0.117
H -4.4391 -1.1788 -2.3498 0.00 -0.07 -0.11 0.115
N -2.4763 0.5326 -1.8330 0.14 -0.12 -0.35 0.180
C -1.4547 1.4129 -1.5499 -0.27 -0.20 -0.11 -0.431
O -0.5769 1.6092 -2.3711 0.27 0.16 -0.11 0.062
C -1.5409 2.0474 -0.2333 -0.06 0.25 0.44 -0.118
C -2.5689 1.7732 0.5985 0.30 0.14 -0.32 0.032
H -2.6309 2.2572 1.5648 0.06 0.08 0.10 0.129
C -0.4000 2.9584 0.1222 -0.06 -0.08 -0.09 -0.133
N 0.7869 2.1502 0.3602 -0.14 0.22 0.09 -0.153
C 0.7880 1.5505 1.6816 -0.07 0.11 -0.02 -0.095
C 1.6689 0.3581 1.7464 -0.04 -0.83 -0.12 -0.294
N 2.6615 0.1507 2.5820 -0.48 0.95 0.27 0.072
N 3.1431 -1.0512 2.2974 0.76 -0.41 0.54 -0.030
N 2.5018 -1.5921 1.3471 -0.36 -0.90 -0.86 0.068
N 1.5519 -0.7402 0.9621 0.57 1.23 1.03 -0.020
C 0.5611 -1.0189 -0.0417 -0.40 -0.25 -0.31 -0.241
C 1.0538 -2.0516 -1.0702 0.11 -0.15 0.00 -0.132
C 0.2067 -3.3029 -0.8343 -0.09 0.09 -0.13 -0.180
H 0.6537 -3.9101 -0.0469 0.03 -0.07 0.04 0.115
H 0.1111 -3.9125 -1.7309 0.04 -0.09 -0.01 0.108
C -1.1278 -2.7407 -0.3551 0.06 -0.09 0.13 -0.186
H -1.6811 -2.3161 -1.1944 -0.08 0.00 -0.09 0.099
H -1.7560 -3.4860 0.1299 -0.10 -0.01 -0.03 0.110
C -0.7013 -1.6331 0.6034 -0.14 0.00 -0.11 -0.113
H -1.4842 -0.8944 0.7698 -0.03 0.05 0.08 0.094
H -0.4323 -2.0713 1.5669 0.02 0.03 0.02 0.125
H 0.8885 -1.6622 -2.0742 0.00 0.04 -0.05 0.116
H 2.1163 -2.2464 -0.9440 -0.01 0.06 -0.12 0.096
H 0.3424 -0.0609 -0.5176 0.13 -0.13 0.07 0.115
H -0.2336 1.2325 1.9165 0.06 0.07 0.03 0.123
H 1.1241 2.2548 2.4622 -0.09 -0.09 -0.04 0.136
C 2.0518 2.7998 0.0441 0.05 -0.08 -0.12 -0.125
C 3.0741 1.7677 -0.3550 0.23 0.09 -0.18 -0.218
C 2.8312 0.9979 -1.4838 0.03 0.15 0.08 -0.041
C 3.7023 -0.0121 -1.8819 0.31 -0.14 0.04 0.005
C 4.8183 -0.2151 -1.1074 0.02 0.38 0.46 -0.207
C 5.0806 0.5724 0.0144 -0.22 -0.25 -0.54 -0.204
C 4.2269 1.5722 0.4089 0.27 -0.13 -0.13 0.037
H 4.4307 2.1573 1.2901 -0.01 0.07 0.15 0.126
O 6.2614 0.1779 0.5806 -0.25 0.40 0.12 0.037
C 6.6878 -0.9426 -0.1612 0.96 -0.78 0.33 -0.160
O 5.8231 -1.1348 -1.2609 -0.38 0.14 -0.34 0.033
H 7.7129 -0.7747 -0.5250 -0.26 0.03 0.05 0.138
H 6.6691 -1.8388 0.4820 -0.08 0.23 -0.14 0.141
H 3.5146 -0.6116 -2.7567 -0.04 -0.09 -0.13 0.119
H 1.9345 1.1855 -2.0548 -0.17 0.01 -0.08 0.105
H 2.4229 3.3970 0.8926 -0.01 0.04 -0.07 0.128
H 1.8834 3.4669 -0.8041 -0.04 0.04 0.10 0.129
H -0.2025 3.5988 -0.7398 0.02 0.03 0.11 0.128
H -0.6631 3.5908 0.9854 -0.03 0.01 -0.08 0.132
H -2.4342 0.0928 -2.7453 0.10 0.13 0.12 0.167
H -4.7208 1.0220 2.0628 -0.02 0.05 0.13 0.121
H -7.7265 -0.4775 1.1521 -0.10 0.01 0.05 0.083
H -6.7790 -1.7803 1.8590 -0.06 -0.05 0.08 0.083
H -6.7162 -0.1622 2.5676 -0.05 0.01 0.08 0.075
```
Forces are in eV/Å.

---

# 3
A molecular structure, C3H2LaO3 in a non-equilibrium geometry, computed with ωB97M-V/def2-TZVPD.

The calculation puts the energy at -372.0049 a.u. The energy above the lowest of the compared OMol25 structures with the same formula, charge and spin comes out at 76.9 kcal/mol. The expectation value of S² is 0.771. The spin multiplicity is 2. The calculation puts the frontier orbital gap (spin up / spin down) at 6.022 / 6.765 eV. Its total charge is +2. The LUMO energy (spin up / spin down) is -0.37236 / -0.37270 Ha.

The geometry in XYZ format:
```
9
Properties=species:S:1:pos:R:3:forces:R:3:mulliken_spin:R:1
O 2.1497 -0.4749 -0.0667 1.27 2.30 0.39 0.037
C 0.9481 -0.9310 -0.0599 -2.20 -0.12 -0.09 0.140
C -0.0836 -0.0622 0.2697 1.14 -0.10 -1.66 -0.109
O 0.1589 1.3403 0.1946 3.97 1.92 1.67 0.028
La 2.5643 1.8053 0.2495 -2.35 -2.09 -0.28 0.049
H 0.7243 -1.9284 -0.4567 0.28 0.08 0.52 0.006
C -1.2089 0.4247 -0.3502 -3.95 -3.34 -0.59 0.835
O -2.4839 0.1894 -0.2618 1.84 1.64 -0.39 -0.032
H -2.7690 -0.3631 0.4814 -0.01 -0.29 0.43 0.047
```
Forces are in eV/Å.

---

# 4
A molecular structure, C7H3Cl3O6Ru, computed with ωB97M-V/def2-TZVPD.

The calculation puts the energy at -2194.3946 a.u. The energy above the lowest of the compared OMol25 structures with the same formula, charge and spin comes out at 0.0 kcal/mol. The expectation value of S² is 6.043. The spin multiplicity is 5. The calculation puts the frontier orbital gap (spin up / spin down) at 7.717 / 6.551 eV. Its total charge is +2. The LUMO energy (spin up / spin down) is -0.32264 / -0.38961 Ha.

The geometry in XYZ format:
```
20
Properties=species:S:1:pos:R:3:forces:R:3:mulliken_spin:R:1
Ru -0.8830 1.3652 -0.2672 -0.05 0.02 -0.03 0.840
O 0.7915 2.5882 -0.3193 0.00 -0.02 0.01 0.145
Cl 0.7591 4.0741 -0.6902 0.00 0.00 0.01 0.393
O -0.5739 4.5729 -0.9733 -0.01 0.00 0.00 0.478
O -1.7019 1.4907 1.1400 0.03 0.02 0.02 0.069
O -1.2574 0.8275 -1.7652 0.02 0.01 0.00 0.081
Cl 1.9969 -6.7062 1.3082 0.00 0.00 0.00 0.125
C 1.0602 -5.4236 0.7742 0.00 0.00 0.00 0.254
C -0.1459 -5.6634 0.1005 0.00 0.00 0.00 -0.106
C -0.9268 -4.6257 -0.3438 0.00 0.00 0.01 0.238
Cl -2.3809 -4.8625 -1.1553 0.00 0.00 0.00 0.070
C -0.4846 -3.2602 -0.1037 0.01 -0.01 0.01 0.188
O -1.1642 -2.2806 -0.4848 -0.01 0.01 -0.01 0.880
C 0.7618 -3.0424 0.5901 -0.01 -0.01 0.00 0.027
C 1.0763 -1.6329 0.7630 0.00 0.00 0.03 -0.014
O 0.3042 -0.7927 0.3304 0.00 0.00 -0.05 0.214
C 1.5145 -4.0962 1.0189 0.00 -0.01 0.00 0.090
H -0.4693 -6.6820 -0.0733 0.00 0.00 0.00 0.000
H 1.9979 -1.3414 1.2811 0.00 0.00 0.00 0.031
H 2.4505 -3.9454 1.5434 0.00 0.00 0.00 -0.004
```
Forces are in eV/Å.

---

Number 4 is which compound?
C7H3Cl3O6Ru

---

What is the total charge in the fourth record?
+2

---

Which of these has the lowest energy?
C7H3Cl3O6Ru